Density functional theory data (ωB97M-V with the def2-TZVPD basis set) for a structure of composition C18H27Cl3F4N4OSiV in a non-equilibrium geometry.

XYZ file:
```
59
C18H27Cl3F4N4OSiV ωB97M-V with the def2-TZVPD basis set
C -3.770 0.320 4.225
H -4.643 3.067 -0.871
C -1.484 2.567 -0.284
C -3.661 3.487 -1.102
C -3.369 4.677 -0.210
Cl -1.686 -4.336 -0.108
Cl 1.390 -4.006 -1.041
H -3.420 1.300 -2.521
C -2.404 -0.187 2.321
H 2.989 -1.042 -1.110
F -0.277 0.466 5.168
C 2.393 -2.484 2.469
H -2.198 0.501 -1.526
H 2.973 -2.468 0.418
N -2.672 2.431 -0.938
H 0.485 3.096 1.163
F -4.735 -0.209 2.145
F -2.325 -0.567 1.010
H 3.968 -1.430 1.438
C 2.939 -1.759 1.240
C -2.600 0.484 4.941
H 1.303 -2.482 2.469
C 2.846 -0.152 -0.497
H -3.678 3.802 -2.152
C -1.354 0.339 4.369
H -1.645 5.245 -1.370
F -2.678 0.785 6.243
Si -0.164 -2.948 -0.116
H 1.970 1.832 -0.807
N 2.168 -0.586 0.756
C 2.234 0.518 1.733
H 1.106 1.356 3.339
H -3.596 4.434 0.830
H 3.842 0.231 -0.235
O -0.732 1.617 -0.014
C -3.639 -0.029 2.895
C -1.186 0.022 3.002
H -3.978 5.529 -0.508
C -1.888 4.988 -0.331
H 1.594 -0.299 3.646
Cl -0.703 -1.620 -1.860
C 1.226 0.373 2.871
N -0.030 -0.093 2.307
H 0.881 4.457 0.097
C -3.059 1.152 -1.501
V -0.043 -0.696 0.513
H 1.161 0.522 -1.672
H -4.738 0.438 4.688
C 2.125 0.893 -1.337
H 1.999 1.440 1.200
H -3.846 0.678 -0.910
N -1.135 3.830 0.107
H 2.751 -2.050 3.401
H 2.725 -3.522 2.437
H -0.010 4.744 1.608
H 3.249 0.611 2.145
H -1.609 5.833 0.298
H 2.727 1.099 -2.222
C 0.130 4.047 0.780
```

Properties
Relative energy (zero: lowest compared OMol25 entry of this formula, charge and spin), kJ/mol: 71.8
Largest force on an atom, eV/Å: 1.507
⟨S²⟩: 0.777
Molar mass, g/mol: 576.82
Calculated total energy, hartree: -4010.0203
HOMO (alpha / beta), eV: -6.93 / -6.28
Multiplicity: 2
Gap between HOMO and LUMO (alpha / beta), eV: 7.32 / 6.68

***

Density functional theory data (ωB97M-V with the def2-TZVPD basis set) for a cluster of 7 separate species, C21H32BClN3O27S6 in total in a non-equilibrium geometry.

XYZ file:
```
91
C21H32BClN3O27S6 ωB97M-V with the def2-TZVPD basis set
H 0.533 -1.564 0.628
Cl 5.726 -1.766 -1.408
H 5.664 0.060 7.771
H -7.910 -0.812 -7.738
H 2.316 -6.965 -0.196
O -0.611 2.382 2.207
H 10.036 -0.837 1.105
O -1.349 3.706 0.336
O -5.267 0.059 -1.248
H 1.648 -8.433 0.551
C 1.607 -1.548 0.792
H -0.617 5.481 1.127
H -8.857 1.176 -8.787
C 8.321 -1.663 1.296
O 4.139 -5.230 1.995
O -0.482 1.456 -0.076
O 4.722 -7.412 1.056
C -0.114 3.722 2.309
H 1.566 0.557 1.287
H 4.032 1.822 8.182
O -8.076 6.186 -3.888
O 5.762 0.634 4.615
C -1.059 4.546 1.460
O 3.369 0.103 4.284
S -9.016 5.355 -3.227
H 8.739 -2.521 5.461
C 4.216 -1.488 1.109
H 5.727 -1.370 3.409
C 3.550 -0.289 1.323
H -7.192 0.148 -6.425
O 9.681 -1.716 1.297
H 4.069 0.626 1.577
B 8.480 -1.428 3.933
H -3.897 2.875 -4.010
H -9.115 1.506 -7.059
H 0.903 3.745 1.910
H -5.102 2.007 -4.985
C 4.621 -0.175 7.551
O 2.488 -7.049 1.854
H 7.756 0.314 4.386
C 3.783 1.080 7.430
O -8.804 5.519 -1.647
C -3.612 0.730 -4.042
O -7.469 2.429 -7.930
C -7.467 0.146 -7.482
C 6.301 -1.469 2.498
C 2.463 -7.716 0.582
N 6.429 -1.686 0.129
H -9.471 3.791 -0.752
H 3.876 -9.290 1.063
H 4.134 -3.573 0.636
H 2.716 0.859 7.476
N 7.755 -1.758 0.130
C -8.524 4.248 -1.047
O -6.008 2.171 -9.894
S -6.060 1.935 -8.499
H -1.994 4.751 1.984
O 4.083 1.583 6.112
C -8.366 1.315 -7.822
O -6.280 0.366 -8.258
H 4.241 -0.869 8.294
H -7.896 4.375 -0.170
S 3.976 -6.625 2.228
O -3.943 2.117 -0.876
C 2.172 -0.330 1.151
O -5.313 1.853 -2.916
C 5.700 -1.537 1.231
O 4.312 -7.204 3.476
H -2.699 0.846 -4.619
C 3.560 -2.670 0.784
H 4.108 -8.584 -0.551
S -1.351 2.173 0.790
O -5.041 2.405 -7.628
H -4.148 -0.157 -4.386
O 8.567 -0.200 4.526
O 9.039 -2.509 4.543
O -10.400 5.408 -3.525
O -8.536 3.831 -3.338
C 3.823 -8.372 0.475
N 2.242 -2.704 0.625
C -7.841 3.455 -2.140
H -6.796 3.742 -2.248
C -4.488 1.961 -4.089
O 4.559 -0.763 6.234
O -3.304 0.558 -2.650
S -4.486 1.135 -1.742
C 7.683 -1.533 2.553
H -0.102 4.039 3.349
S 4.457 0.386 5.143
O -2.680 1.765 1.031
H -7.906 2.382 -1.985
```

Properties
Relative energy (zero: lowest compared OMol25 entry of this formula, charge and spin), kJ/mol: 0.0
Largest force on an atom, eV/Å: 1.979
Molar mass, g/mol: 997.15
Calculated total energy, hartree: -5888.9881
Total charge: +1
HOMO, eV: -12.17
Gap between HOMO and LUMO, eV: 7.91

***

Density functional theory data (ωB97M-V with the def2-TZVPD basis set) for a structure of composition C9H9Cl2N3SSe2TaTe2.

XYZ file:
```
29
C9H9Cl2N3SSe2TaTe2 ωB97M-V with the def2-TZVPD basis set
N 2.677 0.493 3.889
H 4.739 0.776 3.574
Ta -0.334 -0.285 0.344
C 2.873 -1.109 -1.296
C 3.841 1.373 3.740
H 4.497 -2.314 -1.988
Se -1.799 1.670 0.676
H 5.772 -0.362 -2.832
Cl 1.980 -2.453 -0.647
H 4.857 1.929 -2.563
H 3.980 1.994 4.621
Te -3.498 0.170 1.853
H 4.275 2.315 1.797
C 1.954 0.453 2.771
N 1.095 0.316 -0.544
H 2.583 -0.207 4.606
Se -1.800 -1.700 -1.178
C 2.316 0.166 -1.161
N 2.398 1.349 1.909
Te -2.315 -2.223 1.216
C 4.102 -1.313 -1.892
S 0.645 -0.663 2.603
C 3.451 2.185 2.494
C 4.305 1.069 -2.213
C 3.071 1.248 -1.614
H 3.043 3.162 2.754
H 1.946 1.525 1.021
Cl 2.437 2.850 -1.397
C 4.811 -0.215 -2.358
```

Properties
Relative energy (zero: lowest compared OMol25 entry of this formula, charge and spin), kJ/mol: 0.0
Largest force on an atom, eV/Å: 0.148
Molar mass, g/mol: 856.23
Calculated total energy, hartree: -7227.0628
Total charge: +1
HOMO, eV: -11.08
Gap between HOMO and LUMO, eV: 7.12